(1)
Here is a molecular structure, C20H15AuBF2N5O4S from the Open Molecules 2025 dataset. Energies are from the ωB97M-V functional and the def2-TZVPD basis.

Computed properties:
Molar mass (g mol⁻¹): 667.2
HOMO-LUMO gap (spin up / spin down) (eV): 5.22 / 5.28
Maximum force (hartree/bohr): 0.0975
Net charge: 0

Last column: Löwdin charge in e.
Cartesian coordinates (Å):
Au1 -0.32 -0.66 -0.02  0.53
S1 -0.87 -1.60 -2.09  0.48
C1 0.16 -0.43 -2.96  -0.81
N1 -0.23 0.15 -4.07  0.06
N2 -1.43 -0.08 -4.53  -0.02
C2 -1.99 0.65 -5.55  -0.24
C3 -1.22 1.58 -6.26  -0.03
C4 -1.82 2.34 -7.25  -0.09
C5 -3.16 2.18 -7.55  -0.10
C6 -3.91 1.23 -6.86  -0.10
C7 -3.34 0.46 -5.88  -0.03
N3 1.37 -0.17 -2.52  0.03
N4 1.69 -0.14 -1.29  -0.04
C8 2.99 -0.21 -0.89  -0.28
C9 3.33 0.30 0.37  -0.02
C10 4.64 0.30 0.78  -0.08
C11 5.63 -0.23 -0.05  -0.08
C12 5.30 -0.77 -1.28  -0.08
C13 3.99 -0.75 -1.72  -0.01
H1 -2.02 -0.75 -4.02  0.08
H2 -0.18 1.68 -6.01  0.10
H3 -1.22 3.05 -7.80  0.10
H4 -3.62 2.79 -8.31  0.10
H5 -4.95 1.09 -7.11  0.10
H6 -3.91 -0.28 -5.34  0.11
H7 2.55 0.70 0.99  0.09
H8 4.91 0.70 1.74  0.11
H9 6.66 -0.23 0.28  0.10
H10 6.07 -1.19 -1.91  0.11
H11 3.72 -1.16 -2.68  0.11
F1 0.36 1.81 3.57  0.30
B1 0.17 0.78 2.77  -0.92
F2 0.99 -0.24 2.91  0.27
O1 -2.81 1.66 2.27  0.22
C14 -1.75 1.86 1.75  -0.32
O2 -0.75 0.78 1.82  0.08
C15 -1.26 3.03 1.07  -0.12
C16 -1.85 4.27 1.37  0.03
C17 -1.33 5.42 0.82  0.03
C18 -0.25 5.34 -0.06  -0.12
C19 0.29 4.11 -0.42  0.04
C20 -0.20 2.96 0.15  0.02
N5 0.32 6.53 -0.61  -0.35
O3 -0.15 7.60 -0.27  0.09
O4 1.25 6.41 -1.39  0.09
H12 -2.68 4.29 2.05  0.13
H13 -1.73 6.39 1.07  0.13
H14 1.11 4.09 -1.13  0.13
H15 0.21 2.00 -0.13  0.09



(2)
Here is a single C4H6O molecule from the Open Molecules 2025 dataset. Energies are from the ωB97M-V functional and the def2-TZVPD basis.

Computed properties:
Structure (SMILES): C1=CCOC1
Molar mass (g mol⁻¹): 70.1
HOMO-LUMO gap (eV): 10.16
Maximum force (hartree/bohr): 0.0721
Net charge: 0
ΔE to the lowest compared entry with this formula, charge and spin (kcal/mol): 25.19

Last column: Löwdin charge in e.
Cartesian coordinates (Å):
C1 0.13 -0.06 -1.13  -0.10
C2 0.61 -0.92 -0.25  -0.06
C3 0.21 -0.44 1.15  -0.28
O1 -0.22 0.81 0.93  -0.16
C4 -0.56 1.02 -0.44  -0.20
H1 0.03 -0.18 -2.25  0.13
H2 1.19 -1.81 -0.43  0.10
H3 1.11 -0.39 1.93  0.15
H4 -0.65 -1.14 1.62  0.15
H5 -1.71 1.08 -0.61  0.15
H6 -0.15 2.03 -0.51  0.12